Run A
This record from the OMol25 dataset describes a cluster of 6 separate species, CH13O5S in total. The level of theory is ωB97M-V with the def2-TZVPD basis set.

- LUMO level (eV) = 3.3
- orbital gap (eV) = 6.979
- highest occupied orbital energy (eV) = -3.641
- molecular weight (Da) = 137.18
- spin multiplicity = 1
- net charge = -1

XYZ file:
```
20
Properties=species:S:1:pos:R:3:nbo_charge:R:1
C 2.54836 -0.39145 1.43491 -0.71
S 2.65568 0.64301 -0.22638 -0.76
H 2.12259 0.05839 2.35383 0.19
H 1.92762 -1.30511 1.27250 0.18
H 3.51192 -0.85304 1.56432 0.19
H 0.47861 -0.54510 -3.22827 0.46
H 1.18676 -0.62976 -1.93690 0.52
O 0.40960 -1.02583 -2.47946 -0.97
H -2.12231 0.12414 1.84994 0.45
H -0.91659 0.92277 2.02556 0.50
O -1.57124 0.39723 2.56740 -0.98
H 0.78488 1.73493 0.59027 0.50
H -0.48148 1.36389 -0.07230 0.48
O -0.17171 1.89153 0.61977 -1.00
H -4.50277 -1.35713 -0.14351 0.45
H -3.25760 -0.95858 -0.82286 0.49
O -3.83082 -1.70200 -0.64901 -0.96
H -0.94353 -0.60298 -1.57688 0.51
H -1.34331 -0.65915 -0.14273 0.47
O -1.61407 -0.21502 -0.89874 -1.00
```

Run B
This record from the OMol25 dataset describes a cluster of 6 separate species, CH13O5S in total. The level of theory is ωB97M-V with the def2-TZVPD basis set.

- LUMO level (eV) = 3.4
- orbital gap (eV) = 6.857
- highest occupied orbital energy (eV) = -3.417
- molecular weight (Da) = 137.18
- spin multiplicity = 1
- net charge = -1

XYZ file:
```
20
Properties=species:S:1:pos:R:3:nbo_charge:R:1
C -0.23615 -0.13261 -1.79940 -0.75
S 0.23519 -1.79165 -1.17886 -0.75
H -0.50348 -0.28726 -2.85346 0.19
H -0.97551 0.32842 -1.20045 0.18
H 0.69549 0.41444 -2.03819 0.18
H 2.04393 -0.65283 0.20943 0.50
H 2.90400 0.54105 0.21998 0.45
O 2.97245 -0.39696 0.43803 -0.98
H 0.95581 2.21822 -0.54373 0.46
H -0.46832 2.43118 0.06581 0.49
O 0.17787 2.78039 -0.57723 -0.98
H -2.16983 -1.84876 -0.89429 0.50
H -1.98096 -1.41088 0.59574 0.47
O -2.62388 -1.52300 -0.10236 -0.99
H -2.27790 1.44767 0.41199 0.49
H -1.11297 0.43624 0.77701 0.50
O -1.49562 1.30176 0.94961 -0.96
H 1.79679 -0.68368 2.54082 0.48
H 1.06575 -1.97992 2.20736 0.48
O 0.99733 -1.19182 2.77219 -0.97
```

Quick one: most stable of them? run A

Run A
This record from the OMol25 dataset describes a cluster of 2 separate species, C12H17N in total. The level of theory is ωB97M-V with the def2-TZVPD basis set.

- LUMO level (alpha / beta) (eV) = -3.7 / -6.8
- orbital gap (alpha / beta) (eV) = 9.199 / 6.691
- highest occupied orbital energy (alpha / beta) (eV) = -12.891 / -13.526
- molecular weight (Da) = 175.28
- spin multiplicity = 2
- net charge = +1

XYZ file:
```
30
Properties=species:S:1:pos:R:3:nbo_charge:R:1
C -0.37897 0.07796 -2.54800 -0.47
C -1.25887 -0.63566 -3.59194 -0.60
C -0.83420 -0.00458 -1.14638 0.11
C -1.78366 0.84896 -0.54791 0.12
C -0.24627 -0.76569 -0.11294 -0.08
C -0.96945 -0.45956 1.05314 0.13
C 0.71991 -1.78331 -0.09909 -0.10
C -0.68544 -1.01100 2.26979 -0.18
C 1.05424 -2.29519 1.15070 -0.22
C 0.37569 -1.94330 2.30939 -0.11
N -1.84194 0.61631 0.75384 -0.44
H 0.64039 -0.28132 -2.66682 0.24
H -0.18742 1.13125 -2.80472 0.25
H -0.80396 -1.56896 -3.88795 0.23
H -2.28539 1.69064 -0.99580 0.25
H -2.38296 1.06328 1.47910 0.45
H 1.10460 -2.22884 -1.00858 0.24
H -1.15357 -0.67855 3.18900 0.24
H 1.89193 -2.96604 1.22729 0.24
H 0.63013 -2.37708 3.26615 0.24
H -1.42782 -0.01661 -4.47020 0.24
H -2.27790 -0.78324 -3.23596 0.22
C 3.15440 2.50232 0.47127 -0.60
C 1.78818 3.12493 0.78872 -0.61
H 3.13402 1.42763 0.65707 0.19
H 3.33587 2.54794 -0.59885 0.20
H 3.98420 3.03451 0.92580 0.22
H 1.08489 2.60419 0.12202 0.18
H 1.69124 4.14210 0.40093 0.22
H 1.57711 3.04716 1.85113 0.21
```

Run B
This record from the OMol25 dataset describes a cluster of 2 separate species, C12H17N in total. The level of theory is ωB97M-V with the def2-TZVPD basis set.

- LUMO level (alpha / beta) (eV) = -3.6 / -6.8
- orbital gap (alpha / beta) (eV) = 9.275 / 6.745
- highest occupied orbital energy (alpha / beta) (eV) = -12.874 / -13.576
- molecular weight (Da) = 175.28
- spin multiplicity = 2
- net charge = +1

XYZ file:
```
30
Properties=species:S:1:pos:R:3:nbo_charge:R:1
C -2.67132 3.42056 0.92276 -0.61
C -2.64213 2.00682 1.48389 -0.60
H -3.27004 3.44551 0.00764 0.21
H -3.08217 4.14658 1.62329 0.22
H -1.68678 3.80940 0.64677 0.20
H -2.23772 1.94164 2.49513 0.22
H -1.97680 1.35270 0.92206 0.16
H -3.63522 1.55967 1.41838 0.21
C 0.62998 1.20956 -0.22579 -0.47
C 1.04592 1.65808 1.20664 -0.60
C 0.21969 -0.20681 -0.35551 0.12
C -1.08063 -0.72713 -0.51474 0.12
C 1.11118 -1.27307 -0.60998 -0.09
C 0.32548 -2.40942 -0.89081 0.11
C 2.50272 -1.38611 -0.64951 -0.09
C 0.87657 -3.59036 -1.28512 -0.17
C 3.08755 -2.59468 -1.00779 -0.22
C 2.29117 -3.66789 -1.35240 -0.11
N -1.01483 -1.99572 -0.83267 -0.43
H -0.15360 1.88612 -0.53141 0.25
H 1.47863 1.36308 -0.88751 0.24
H 0.81088 0.89760 1.95809 0.22
H -2.06326 -0.29734 -0.50471 0.25
H -1.81420 -2.60306 -0.94006 0.45
H 3.13372 -0.54939 -0.37213 0.24
H 0.25380 -4.42257 -1.59962 0.24
H 4.13792 -2.70085 -1.12982 0.25
H 2.68061 -4.59856 -1.73838 0.24
H 0.60998 2.61270 1.47867 0.24
H 2.13291 1.71290 1.26464 0.22
```

Quick one: most stable of them? run B